Formula: C32H58Ge3N4O2S3Si3Y
Source: the OMol25 dataset
Level of theory: the ωB97M-V functional and the def2-TZVPD basis

Computed properties:
HOMO-LUMO gap (alpha / beta)   7.40 / 4.95 eV
Electronic energy   -270913.02957 eV
ΔE to the lowest compared entry with this formula, charge and spin   171.13 kJ/mol
HOMO (alpha / beta)   -7.85 / -7.82 eV
Molecular weight   1018.0 g/mol
Net charge   0
2S+1   2

Each line ends with the Mulliken charge.
Cartesian coordinates (Å):
Y1 0.250 -0.375 -0.203  -1.30
S1 2.262 0.020 3.695  -0.24
C1 2.108 1.259 2.605  0.28
S2 0.428 1.478 1.983  -0.34
S3 3.356 2.271 2.068  -0.58
C2 -3.267 0.793 -2.732  -0.92
C3 -3.676 0.348 -1.324  -1.07
Ge1 -2.305 0.699 0.092  1.02
C4 -3.439 0.405 1.734  -1.10
C5 -2.725 0.479 3.086  -0.91
C6 -2.430 2.675 0.081  -0.76
C7 -1.647 3.696 0.443  0.31
Ge2 0.276 3.538 0.869  -0.05
C8 1.307 3.381 -0.806  0.95
C9 1.203 4.583 -1.750  -1.64
C10 0.826 4.707 2.371  -0.44
C11 0.658 6.227 2.241  -1.23
C12 -2.199 5.087 0.416  0.01
C13 -3.506 5.344 0.843  -0.46
C14 -4.052 6.616 0.741  -0.71
C15 -3.304 7.662 0.216  -0.52
C16 -1.998 7.429 -0.190  -0.93
C17 -1.452 6.158 -0.079  -0.07
H1 -4.069 0.613 -3.455  0.38
H2 -2.385 0.255 -3.081  -0.03
H3 -3.029 1.861 -2.755  0.21
H4 -3.941 -0.714 -1.324  0.53
H5 -4.574 0.893 -1.010  0.66
H6 -3.940 -0.562 1.631  0.64
H7 -4.221 1.170 1.687  0.60
H8 -1.929 -0.268 3.160  -0.01
H9 -3.423 0.304 3.913  0.41
H10 -2.270 1.459 3.239  0.22
H11 -3.439 2.959 -0.242  0.61
H12 0.933 2.488 -1.309  -0.26
H13 2.342 3.196 -0.534  0.26
H14 0.175 4.758 -2.073  0.37
H15 1.803 4.402 -2.645  0.48
H16 1.576 5.495 -1.276  0.36
H17 1.866 4.470 2.559  0.40
H18 0.251 4.335 3.222  0.37
H19 1.227 6.625 1.397  0.29
H20 1.031 6.711 3.147  0.43
H21 -0.384 6.512 2.112  0.30
H22 -4.093 4.539 1.269  0.49
H23 -5.068 6.790 1.076  0.40
H24 -3.736 8.652 0.129  0.39
H25 -1.399 8.238 -0.593  0.41
H26 -0.431 5.989 -0.403  0.38
N1 0.046 -0.292 -2.459  0.79
C18 0.426 -0.079 -3.540  0.30
C19 0.861 0.166 -4.817  0.00
C20 0.354 -0.641 -5.877  -0.10
N2 -0.065 -1.324 -6.707  -0.56
C21 1.818 1.201 -5.033  0.01
N3 2.594 2.043 -5.179  -0.55
N4 4.932 -0.302 1.338  0.04
C22 4.584 -0.090 -0.093  -1.18
C23 3.069 -0.197 -0.227  0.89
O1 2.480 -0.950 0.609  -0.48
O2 2.466 0.426 -1.116  -0.47
H27 4.637 0.585 1.845  0.08
H28 5.905 -0.526 1.505  0.42
H29 4.311 -1.019 1.720  0.05
H30 5.041 -0.861 -0.711  0.41
H31 4.907 0.892 -0.423  0.34
C24 3.330 -3.766 2.071  -0.95
Si1 2.610 -4.095 0.363  1.07
C25 3.785 -3.550 -1.013  -1.04
C26 2.476 -5.966 0.185  -1.21
Ge3 0.431 -3.128 0.120  0.37
Si2 -0.479 -3.859 -2.016  0.55
C27 -2.093 -2.953 -2.294  -0.50
C28 -0.815 -5.702 -1.919  -1.07
C29 0.782 -3.504 -3.359  -0.94
Si3 -0.928 -3.733 2.032  0.50
C30 -2.684 -3.199 1.632  -0.45
C31 -0.294 -2.889 3.573  -0.70
C32 -0.880 -5.597 2.240  -1.06
H32 4.426 -3.763 2.057  0.46
H33 3.017 -4.560 2.758  0.35
H34 2.974 -2.818 2.490  -0.08
H35 4.819 -3.479 -0.657  0.46
H36 3.498 -2.588 -1.447  -0.04
H37 3.770 -4.285 -1.823  0.44
H38 3.433 -6.435 0.446  0.39
H39 2.234 -6.250 -0.845  0.28
H40 1.704 -6.384 0.841  0.28
H41 -2.810 -3.181 -1.500  0.29
H42 -2.545 -3.232 -3.252  0.55
H43 -1.937 -1.869 -2.307  -0.30
H44 -1.598 -5.925 -1.187  0.25
H45 0.081 -6.262 -1.635  0.24
H46 -1.149 -6.063 -2.898  0.40
H47 1.403 -2.643 -3.101  0.06
H48 0.292 -3.283 -4.314  0.41
H49 1.446 -4.361 -3.509  0.39
H50 -2.689 -2.256 1.079  -0.53
H51 -3.275 -3.057 2.542  0.47
H52 -3.187 -3.951 1.015  0.43
H53 -0.008 -1.853 3.376  -0.10
H54 0.600 -3.397 3.951  0.32
H55 -1.048 -2.889 4.366  0.47
H56 -1.099 -6.108 1.297  0.27
H57 -1.622 -5.913 2.981  0.41
H58 0.106 -5.930 2.582  0.26

***

Formula: C32H59AsBBaCl2N6O2Si2
Source: the OMol25 dataset
Level of theory: the ωB97M-V functional and the def2-TZVPD basis

Computed properties:
HOMO-LUMO gap   6.21 eV
Electronic energy   -150195.64553 eV
ΔE to the lowest compared entry with this formula, charge and spin   0.00 kJ/mol
HOMO   -3.89 eV
Molecular weight   910.0 g/mol
Net charge   -1

Each line ends with the Mulliken charge.
Cartesian coordinates (Å):
Ba1 0.313 -1.066 0.393  1.05
C1 -1.016 1.939 -4.387  -1.48
C2 -0.509 2.109 -2.994  0.04
C3 0.548 2.889 -2.579  -0.60
C4 0.596 2.734 -1.179  -0.24
N1 -0.358 1.908 -0.785  -0.32
N2 -1.046 1.530 -1.891  1.25
B1 -2.470 0.908 -1.761  -1.10
N3 -2.558 -0.637 -1.943  0.75
N4 -2.425 -1.462 -0.882  0.02
C5 -2.922 -2.643 -1.224  -0.54
C6 -3.360 -2.598 -2.562  -1.04
C7 -3.127 -1.303 -2.978  0.22
C8 -3.482 -0.725 -4.309  -1.36
C9 -3.109 -3.787 -0.255  3.05
C10 -2.964 -3.299 1.194  -1.48
C11 -4.527 -4.347 -0.441  -1.93
C12 -2.093 -4.899 -0.551  -1.60
N5 -3.049 1.291 -0.389  -0.23
N6 -2.515 0.888 0.776  1.24
C13 -3.236 1.417 1.744  -0.13
C14 -4.278 2.196 1.199  -0.99
C15 -4.114 2.096 -0.168  0.24
C16 -4.936 2.756 -1.227  -1.56
C17 -2.935 1.201 3.205  2.37
C18 -4.143 0.534 3.876  -1.77
C19 -2.663 2.559 3.867  -1.71
C20 -1.702 0.309 3.370  -0.69
C21 1.450 3.513 -0.207  2.49
C22 0.946 4.966 -0.208  -2.13
C23 2.918 3.494 -0.647  -1.29
C24 1.316 2.942 1.206  -0.69
H1 -0.492 2.632 -5.043  0.42
H2 -2.086 2.141 -4.443  0.30
H3 -0.842 0.925 -4.751  0.16
H4 1.191 3.486 -3.207  0.49
H5 -3.163 1.395 -2.608  -0.22
H6 -3.795 -3.389 -3.149  0.44
H7 -4.055 -1.461 -4.870  0.38
H8 -2.594 -0.468 -4.886  0.14
H9 -4.082 0.178 -4.199  0.25
H10 -3.413 -2.310 1.306  0.30
H11 -1.917 -3.245 1.483  0.00
H12 -3.458 -3.994 1.876  0.51
H13 -5.273 -3.572 -0.253  0.37
H14 -4.698 -5.168 0.259  0.47
H15 -4.677 -4.729 -1.452  0.34
H16 -1.077 -4.549 -0.367  0.25
H17 -2.167 -5.223 -1.592  0.34
H18 -2.273 -5.760 0.097  0.42
H19 -5.039 2.756 1.718  0.53
H20 -5.703 3.362 -0.747  0.40
H21 -5.424 2.023 -1.873  0.25
H22 -4.324 3.404 -1.857  0.25
H23 -5.033 1.159 3.784  0.34
H24 -3.946 0.365 4.938  0.46
H25 -4.353 -0.427 3.403  0.29
H26 -3.530 3.216 3.782  0.34
H27 -1.816 3.049 3.383  0.26
H28 -2.431 2.427 4.927  0.46
H29 -1.884 -0.670 2.918  -0.12
H30 -1.469 0.174 4.427  0.45
H31 -0.845 0.770 2.871  -0.23
H32 0.986 5.388 -1.214  0.38
H33 1.565 5.582 0.450  0.50
H34 -0.089 5.006 0.140  0.35
H35 3.029 3.943 -1.637  0.33
H36 3.290 2.470 -0.685  -0.35
H37 3.531 4.064 0.056  0.40
H38 0.261 2.860 1.476  0.06
H39 1.824 3.589 1.925  0.56
H40 1.759 1.945 1.246  -0.65
Cl1 2.767 -5.576 1.717  -0.22
C25 2.518 -4.044 0.878  1.74
Cl2 2.028 -4.318 -0.803  -0.19
C26 1.387 -3.216 1.538  -0.37
O1 0.271 -3.724 1.621  -0.62
O2 1.712 -2.042 1.838  -0.45
H41 3.450 -3.490 0.865  -0.93
C27 5.285 -2.751 -1.050  -1.27
Si1 4.454 -1.070 -1.445  0.06
C28 3.484 -1.394 -3.056  -1.17
C29 5.942 0.036 -1.920  -1.18
As1 3.052 0.239 -0.125  0.30
Si2 4.106 0.157 1.943  0.86
C30 5.287 -1.284 2.327  -1.15
C31 5.215 1.713 1.987  -1.15
C32 2.967 0.348 3.451  -1.13
H42 6.242 -2.824 -1.572  0.47
H43 4.665 -3.587 -1.377  0.35
H44 5.491 -2.885 0.015  0.31
H45 4.142 -1.575 -3.910  0.38
H46 2.853 -0.532 -3.290  0.23
H47 2.836 -2.267 -2.944  0.23
H48 6.499 -0.350 -2.780  0.43
H49 6.638 0.117 -1.079  0.26
H50 5.595 1.043 -2.156  0.27
H51 6.062 -1.365 1.561  0.22
H52 4.747 -2.234 2.369  0.21
H53 5.783 -1.146 3.291  0.44
H54 5.869 1.721 1.112  0.23
H55 5.838 1.772 2.886  0.38
H56 4.590 2.608 1.941  0.21
H57 2.419 -0.576 3.633  0.19
H58 2.236 1.145 3.285  0.19
H59 3.532 0.592 4.354  0.40

***

Formula: C32H59BClF3IN3O7P2S
Source: the OMol25 dataset
Level of theory: the ωB97M-V functional and the def2-TZVPD basis

Computed properties:
HOMO-LUMO gap (alpha / beta)   7.22 / 7.22 eV
Electronic energy   -111782.20269 eV
HOMO (alpha / beta)   -11.20 / -11.20 eV
Molecular weight   922.0 g/mol
Net charge   +1
2S+1   2

Each line ends with the Mulliken charge.
Cartesian coordinates (Å):
C1 8.049 2.585 1.434  -1.00
C2 7.642 1.005 1.289  -0.46
C3 6.423 0.729 0.178  0.07
C4 5.919 -0.773 0.408  -1.32
C5 4.518 -1.355 -0.048  -0.70
C6 3.153 -0.485 -0.176  1.43
C7 3.326 0.719 -1.181  0.31
C8 4.575 0.573 -2.433  0.38
C9 4.280 1.561 -3.836  -0.88
O1 5.421 1.869 -2.691  -0.50
C10 2.500 0.252 1.181  0.04
C11 3.090 1.613 1.838  -0.73
C12 4.481 1.593 2.694  0.38
C13 4.264 1.861 4.333  -0.57
S1 5.381 0.620 5.263  -0.22
O2 2.256 -0.479 2.391  -0.18
C14 3.203 -1.325 3.008  0.35
N1 4.207 -2.105 3.359  -0.44
N2 1.016 0.489 0.702  0.40
P1 0.504 2.255 0.694  0.15
O3 1.397 3.129 -0.586  -0.54
Cl1 -1.538 2.553 0.228  -0.07
C15 0.369 -0.564 -0.230  1.38
C16 -0.488 -0.144 -1.535  -0.65
C17 -0.165 0.909 -2.650  -0.33
O4 0.720 0.500 -3.795  -0.57
C18 -1.610 1.143 -3.494  0.45
F1 -2.109 -0.094 -4.128  -0.27
F2 -2.606 1.918 -2.728  -0.22
F3 -1.189 2.040 -4.636  -0.29
C19 -0.885 -1.184 0.650  -2.08
I1 -0.524 -2.166 2.614  0.16
C20 -2.060 -2.107 0.049  0.58
C21 -2.046 -3.712 0.048  -1.33
C22 1.777 -1.441 -0.528  -0.25
P2 1.847 -3.266 0.187  0.19
O5 3.015 -4.124 -0.528  -0.70
B1 1.900 -2.119 -2.072  0.26
C23 0.809 -3.240 -2.680  -0.56
O6 2.981 -1.956 -3.031  -0.63
H1 7.303 3.140 2.158  0.23
H2 8.227 3.122 0.411  0.24
H3 9.102 2.603 1.996  0.35
H4 7.400 0.557 2.345  0.18
H5 8.586 0.399 0.883  0.43
H6 6.977 0.778 -0.879  0.50
H7 5.624 1.582 0.153  -0.06
H8 6.757 -1.469 -0.095  0.34
H9 6.082 -0.997 1.573  0.32
H10 4.366 -2.273 0.711  0.39
H11 4.696 -1.957 -1.069  0.57
H12 2.410 0.841 -1.877  -1.22
H13 3.636 1.780 -0.824  0.32
H14 5.108 -0.546 -2.629  0.31
H15 5.153 1.590 -4.625  0.43
H16 3.847 2.641 -3.580  0.26
H17 3.236 2.539 1.139  -0.12
H18 2.330 1.890 2.725  0.48
H19 5.119 0.625 2.641  -0.61
H20 5.209 2.482 2.364  -0.05
H21 4.602 2.933 4.659  0.34
H22 3.181 1.619 4.699  0.39
H23 4.570 0.216 6.373  0.16
H24 0.540 0.338 1.653  1.04
H25 1.964 3.837 -0.115  0.39
H26 -0.839 -1.104 -2.162  0.30
H27 -1.562 0.222 -1.137  0.34
H28 0.129 2.002 -2.416  0.20
H29 0.447 -0.403 -4.138  0.41
H30 -1.455 -0.173 1.002  0.56
H31 -2.993 -1.876 0.778  0.35
H32 -2.536 -1.787 -0.998  0.00
H33 -3.156 -4.026 -0.287  0.36
H34 -1.911 -4.282 1.060  0.31
H35 -1.370 -4.261 -0.735  0.26
H36 0.664 -4.026 -0.048  0.05
H37 2.111 -3.343 1.583  0.19
H38 1.315 -4.315 -2.577  0.28
H39 0.678 -3.057 -3.852  0.32
H40 -0.249 -3.173 -2.215  0.08
H41 2.611 -1.645 -3.910  0.33
C24 -8.152 -0.753 1.749  -1.69
C25 -6.884 0.139 1.638  1.70
C26 -7.301 1.632 1.549  -1.16
C27 -7.881 2.020 0.192  -0.57
C28 -6.941 1.619 -0.942  -1.14
C29 -6.525 0.125 -0.893  1.81
N3 -6.054 -0.303 0.467  0.20
O7 -4.757 0.213 0.647  -0.29
C30 -7.713 -0.766 -1.344  -1.80
C31 -5.455 -0.120 -2.007  -1.94
C32 -6.161 -0.085 3.008  -1.89
H42 -8.983 -0.401 1.136  0.32
H43 -7.933 -1.792 1.478  0.36
H44 -8.543 -0.773 2.774  0.47
H45 -6.433 2.275 1.749  0.37
H46 -8.037 1.865 2.330  0.34
H47 -8.866 1.564 0.050  0.32
H48 -8.043 3.104 0.162  0.39
H49 -7.424 1.846 -1.900  0.42
H50 -6.050 2.257 -0.892  0.29
H51 -7.478 -1.830 -1.218  0.38
H52 -7.940 -0.611 -2.406  0.46
H53 -8.645 -0.558 -0.822  0.32
H54 -4.577 0.527 -1.902  0.27
H55 -5.868 0.089 -3.002  0.47
H56 -5.115 -1.163 -2.007  0.43
H57 -5.847 -1.130 3.122  0.43
H58 -6.828 0.152 3.847  0.48
H59 -5.281 0.556 3.134  0.27